{"formula": "C18H40CoN5P3S", "method": "wB97M-V/def2-TZVPD", "spin_multiplicity": 5, "lumo_ev": [-9.0, -13.1], "gap_ev": [6.7, 3.6], "e_above_lowest_ev": 4.139, "s_squared": 6.04, "charge": 3, "species": ["Co", "P", "P", "P", "H", "C", "C", "H", "C", "C", "C", "C", "C", "C", "C", "C", "C", "H", "H", "H", "H", "H", "H", "H", "H", "H", "H", "H", "H", "H", "H", "H", "H", "H", "H", "H", "H", "H", "H", "H", "H", "H", "H", "H", "H", "H", "C", "C", "C", "C", "C", "C", "S", "H", "H", "H", "H", "H", "H", "N", "N", "N", "C", "N", "N", "H", "H", "H"], "positions_angstrom": [[-0.538, -1.643, -0.690], [-0.636, 0.361, -0.044], [-2.755, -1.934, -0.990], [4.088, 1.553, -1.836], [0.765, -2.261, -2.873], [0.814, -1.652, -1.953], [1.128, -2.353, -0.708], [1.297, -3.447, -0.813], [-0.886, 1.782, -1.188], [-1.868, 0.703, 1.263], [0.936, 0.782, 0.777], [-3.243, -3.375, -2.013], [-3.764, -2.250, 0.521], [-3.797, -0.585, -1.712], [5.627, 1.313, -2.801], [4.483, 0.720, -0.251], [4.167, 3.343, -1.427], [1.443, -0.734, -2.140], [1.809, -1.882, 0.019], [-1.147, 2.706, -0.643], [-1.693, 1.535, -1.893], [0.045, 1.950, -1.749], [-1.543, 1.622, 1.770], [-1.883, -0.137, 1.973], [-2.862, 0.843, 0.817], [0.727, 1.511, 1.572], [1.618, 1.224, 0.035], [1.392, -0.119, 1.216], [-4.101, -3.892, -1.555], [-2.395, -4.071, -2.071], [-3.510, -3.045, -3.028], [-4.463, -1.420, 0.692], [-3.115, -2.354, 1.395], [-4.330, -3.179, 0.377], [-4.777, -1.001, -1.995], [-3.322, -0.156, -2.601], [-3.944, 0.208, -0.967], [6.283, 2.190, -2.743], [5.346, 1.150, -3.849], [6.166, 0.425, -2.447], [5.146, 1.310, 0.391], [4.954, -0.248, -0.460], [3.551, 0.527, 0.296], [5.115, 3.798, -1.732], [3.998, 3.519, -0.359], [3.355, 3.827, -1.986], [0.475, 0.945, -4.617], [0.010, 1.800, -5.634], [-1.286, 1.575, -6.125], [-2.089, 0.560, -5.582], [-1.679, -0.140, -4.443], [-0.452, 0.176, -3.905], [2.145, 0.720, -4.201], [2.407, 1.779, -3.486], [0.673, 2.573, -6.032], [-1.666, 2.164, -6.966], [-3.066, 0.314, -6.008], [-2.223, -0.985, -4.022], [-0.125, -0.230, -2.945], [-1.197, -2.865, 4.600], [-0.629, -2.789, 3.330], [0.231, -3.768, 2.983], [0.299, -3.585, 1.655], [-0.471, -2.578, 1.221], [-1.173, -2.137, 2.308], [-1.504, -1.953, 4.908], [-0.508, -3.290, 5.215], [0.939, -4.225, 1.057]], "forces_ev_per_angstrom": [[-3.3, -1.8, 1.0], [-0.3, 2.1, 1.1], [-2.5, -0.2, 0.0], [3.6, 1.0, 2.2], [-0.3, 0.1, 0.5], [3.8, -0.2, -0.1], [3.5, -0.7, -2.3], [-0.6, 0.8, 0.3], [0.0, 0.0, 0.1], [0.2, 0.1, 0.0], [0.0, 0.3, 0.2], [0.3, -0.2, -0.2], [0.2, 0.0, 0.3], [0.2, 0.0, -0.1], [-0.5, -0.7, -0.9], [-1.0, -1.0, -0.1], [-1.3, 0.2, -0.4], [-1.0, -0.9, 0.4], [-0.3, -0.3, -0.4], [0.1, -0.4, -0.2], [0.1, 0.2, 0.2], [-0.2, 0.0, 0.0], [-0.4, -0.1, 0.0], [-0.1, 0.5, -0.3], [0.3, 0.0, 0.2], [0.4, -0.1, -0.2], [-0.2, -0.1, 0.3], [-0.1, 0.4, -0.1], [0.3, 0.2, -0.3], [-0.3, 0.1, -0.1], [0.1, -0.2, 0.2], [0.2, -0.3, 0.0], [-0.4, 0.0, -0.2], [0.1, 0.3, 0.2], [0.3, 0.2, 0.1], [-0.3, 0.0, 0.3], [0.0, -0.2, -0.3], [-0.4, -0.1, 0.1], [0.4, 0.0, 0.0], [-0.3, 0.1, -0.1], [0.0, 0.3, -0.4], [-0.1, 0.2, 0.0], [0.4, 0.0, 0.1], [-0.1, -0.4, -0.1], [-0.1, -0.2, -0.2], [0.2, 0.3, 0.2], [-0.5, 2.3, -1.4], [1.4, -0.7, 1.2], [0.1, 1.0, -0.5], [-1.2, -1.9, 1.6], [-1.2, 0.0, -1.8], [0.3, -0.8, 0.5], [1.1, -1.0, -0.8], [-0.2, 1.3, 0.2], [-0.3, -0.4, -0.1], [0.2, -0.2, 0.2], [0.4, 0.3, -0.1], [-0.2, 0.5, -0.2], [-0.4, 0.2, -0.3], [0.2, 0.3, -0.8], [-0.7, -1.6, -1.1], [-0.8, 1.6, -0.9], [0.3, -0.3, 1.1], [-1.1, 0.0, 1.4], [2.3, -0.7, 0.6], [0.1, 0.1, 0.1], [0.0, 0.1, 0.0], [-0.2, 0.3, 0.1]], "mulliken_spin": [1.948, 0.055, 0.027, 0.652, -0.004, -0.006, -0.058, -0.020, 0.020, 0.000, 0.009, 0.013, 0.007, 0.020, 0.046, 0.067, 0.053, -0.008, 0.009, 0.002, -0.005, 0.002, 0.001, 0.000, 0.000, 0.003, 0.019, -0.001, 0.003, -0.004, 0.005, -0.001, 0.001, 0.001, 0.000, -0.003, -0.001, 0.017, 0.011, 0.002, 0.030, -0.004, -0.006, 0.012, 0.002, 0.010, 0.198, 0.135, 0.241, 0.191, 0.063, -0.169, 0.074, 0.020, 0.009, -0.010, 0.003, -0.006, 0.315, 0.001, 0.002, 0.000, 0.004, -0.001, 0.006, 0.000, 0.000, -0.002]}